C26H72N2O11P | ωB97M-V/def2-TZVPD

Structure (XYZ):
```
112
Properties=species:S:1:pos:R:3:forces:R:3
H -0.792113 -2.181644 6.858098 0.1 -0.1 0.2
H 1.582969 -0.793953 -0.054110 -1.2 1.0 -1.8
H -3.387560 5.154437 -9.220394 0.5 0.0 0.1
H 7.462061 -4.276038 -1.381186 0.0 0.1 -0.1
H 0.077577 4.420730 -7.126062 -0.1 -0.2 0.0
H 6.813986 -2.906732 -2.314432 0.0 -0.1 0.1
H 0.184134 -1.732546 9.491362 0.0 -0.3 -0.4
C -0.611849 -3.390080 -3.214035 0.3 -0.7 0.9
C 0.868092 1.075513 -1.469639 -1.3 -0.2 2.0
H -5.443416 -4.772002 -0.571133 -0.1 0.0 0.1
H 2.872923 0.373188 6.343831 0.2 0.5 0.0
O 0.379975 -0.244870 2.746698 -0.8 -0.3 -0.8
H -3.398976 1.933671 5.442653 -0.1 -0.1 0.0
O -3.619982 -3.326166 0.740633 0.8 0.5 -0.5
O 2.749578 1.547730 -3.999483 0.7 1.6 3.6
H 6.093477 0.459969 7.849611 -0.1 -0.1 -0.1
H -1.622769 -0.256958 -4.672077 0.7 -1.0 2.3
H -1.922263 -2.572941 -4.897119 0.2 0.5 2.4
O 3.298215 1.227973 6.158651 -0.5 -0.2 -0.3
H 1.339256 -1.044305 -1.936470 -1.4 0.3 2.4
C -2.500740 7.478018 -9.809341 0.1 0.2 0.0
C 1.377227 -0.039705 3.736577 0.5 -0.2 0.3
H 1.856537 0.924574 3.543654 -0.2 -0.1 0.0
H 2.266412 2.425294 -3.956897 0.6 -1.1 -0.4
C 5.965903 -3.115744 -0.338764 0.1 0.3 -0.3
H -4.767424 -3.960626 2.310285 0.2 0.1 -0.2
H -2.299902 0.307503 -0.251952 1.5 -0.4 -1.5
H -5.593782 -2.922788 1.131538 -0.1 -0.1 0.1
O 5.536171 -1.764290 -0.265507 -0.2 0.1 0.0
H -1.066442 3.144594 -7.606734 0.0 0.2 0.0
O 4.085217 -0.126466 -2.375787 -2.2 5.1 -0.2
H 5.119530 -3.737183 -0.646962 0.1 -0.2 0.0
H -0.423785 0.374423 8.516025 -0.1 0.0 -0.1
H -3.732784 -3.128884 -0.204978 -0.2 -0.1 0.5
H -1.612003 4.543048 -6.651414 0.0 -0.2 -0.1
O 4.885318 2.490264 -2.405741 -3.1 -1.4 -2.1
C -1.820936 6.125188 -9.851268 -0.3 0.2 -0.1
N -0.526125 -0.900715 -0.538780 -1.1 -0.8 -1.4
C -1.764757 -2.350551 -3.745506 0.4 0.1 -0.8
H -0.613455 -1.171370 0.486587 0.3 1.2 -1.3
H 7.953571 -2.606400 -1.008263 -0.1 -0.1 0.0
H -0.045317 -1.099655 2.931877 0.2 0.4 0.1
H -0.970357 -1.735295 -0.996579 1.4 0.2 0.1
C -2.182850 0.071791 -2.486873 -0.1 -1.3 -0.2
H -2.825883 -2.526414 -3.227674 2.4 0.3 -1.0
C 2.303758 1.698570 -0.981028 0.2 0.7 -0.7
H -4.358697 2.381213 6.847492 -0.1 0.0 -0.1
H -0.770557 6.215295 -9.559077 -0.2 -0.2 0.1
H 6.278042 -3.429490 0.661698 -0.1 0.2 -0.1
H -1.350854 2.507429 -5.192189 0.0 -0.2 -0.1
H 5.253204 -1.497984 -1.157042 0.0 0.2 0.3
O -2.457580 5.234169 -8.947258 -0.4 -0.3 0.1
H 5.784219 0.267870 6.107256 0.0 0.1 0.1
H 0.535935 -0.073118 7.111186 -0.1 0.0 0.0
H -2.379514 -4.555312 -2.327519 2.1 -0.6 -0.1
H -0.873957 4.601721 -4.368431 0.5 -0.2 -0.1
P 3.545105 1.363501 -2.442180 2.8 -3.8 -1.1
H 0.215705 -2.839960 -2.565188 -1.7 -1.0 -1.4
C -5.350455 -4.977704 0.500241 0.0 -0.2 0.0
H -1.194724 0.293562 6.914444 0.1 0.0 0.1
H -0.947968 2.613191 -0.915876 0.7 -2.3 -0.1
H -0.033121 -3.951477 -4.083430 -1.4 1.5 1.6
H 1.917344 -2.127914 3.854271 0.0 0.1 0.1
C -0.453649 -0.173915 7.568803 0.0 0.2 -0.2
H -5.702531 0.265395 6.605188 -0.1 0.0 -0.2
C 2.396796 -1.158499 3.683512 0.1 -0.1 0.0
C 7.115971 -3.240694 -1.316398 0.2 -0.1 -0.1
H 4.835586 -0.655072 7.266224 0.0 0.1 0.1
H 3.175237 -1.012874 4.437658 0.0 -0.1 -0.1
C 4.295467 1.433138 7.148531 0.1 -0.3 0.1
H -4.727024 -0.174854 5.189565 0.1 -0.1 0.2
H -0.398799 1.453168 0.478239 0.0 0.4 -2.4
O 0.191637 -2.221570 8.650754 0.2 -0.1 0.3
H -1.770981 -4.052119 -0.272754 1.2 -1.0 -0.1
H -5.129636 2.300352 5.245911 0.1 0.0 0.1
O -0.122291 3.999185 -4.501751 0.0 0.1 0.6
C -4.388560 1.832875 5.900269 0.0 0.2 -0.2
C -1.213410 -4.587750 -2.217700 0.2 0.3 -0.5
C 0.899376 -0.516289 -0.962440 2.1 0.0 -1.7
C -0.522246 1.543803 -0.704561 0.8 -1.0 0.9
H -2.579466 1.099712 -2.926969 1.2 -2.0 1.4
H 0.352156 2.395138 -5.678571 0.0 0.1 0.2
C -0.790585 3.835677 -6.805347 0.0 -0.1 -0.1
H 2.759326 1.129668 -0.055857 -1.0 1.1 -2.0
H -0.456732 -5.192458 -0.299197 -0.9 1.1 -0.5
H 4.774777 2.397417 6.955607 -0.2 -0.1 -0.1
H -3.557938 7.388823 -10.079846 0.1 0.0 -0.1
H -0.154302 -0.608665 -3.544108 -2.5 -0.4 0.0
H 2.299511 2.847374 -0.756929 -0.2 -2.2 -0.5
H -3.750778 0.274244 7.822829 0.0 -0.3 -0.4
H -6.318867 -5.316007 0.879243 0.1 0.0 -0.1
C -0.483358 3.084737 -5.526387 -0.2 0.3 -0.4
C -1.435016 0.222844 -1.035824 -2.4 3.3 1.9
H 2.865978 -1.204974 2.695302 0.0 0.1 0.1
H -1.863813 5.695405 -10.856737 0.2 0.1 -0.1
H -4.625278 -5.791133 0.606558 -0.1 0.1 0.1
H -2.465016 7.895418 -8.797733 0.1 -0.1 -0.1
C -1.326956 -0.748289 -3.625400 -0.6 0.2 -1.3
H -0.717566 -5.597551 -2.542402 -1.4 1.9 0.5
H 0.565560 1.227035 -2.606882 1.3 -0.6 2.3
H 5.046867 2.736308 -3.381217 -0.2 -0.5 2.0
C -0.784984 -1.632925 7.804485 0.0 0.3 0.3
H 0.894360 0.005040 4.717576 0.1 0.1 0.0
H -2.018953 8.178111 -10.497573 -0.1 0.0 0.1
N -0.897907 -4.363018 -0.753384 -0.7 0.2 -0.7
C -4.719895 0.373865 6.135951 0.0 0.3 0.2
C 5.315037 0.314344 7.095465 0.2 0.0 0.0
C -4.880175 -3.744794 1.243750 -0.5 -0.3 -0.1
H 3.812602 1.477883 8.129530 0.2 0.1 0.1
H -3.167185 -0.574485 -2.291212 2.1 1.4 -0.4
H -1.767618 -1.741395 8.273721 -0.1 0.0 -0.3
O -3.743274 -0.214780 6.982220 0.2 -0.1 0.3
```
Forces are in eV/Å.

## Properties
- Spin multiplicity: 1
- Calculated total energy: -2311.90937 a.u.
- Total charge: +1